{"formula": "CH2N2OS", "method": "ωB97M-V/def2-TZVPD", "elements": ["C", "N", "N", "O", "S", "H", "H"], "xyz": [[-2.584, 1.607, 0.096], [-2.689, 2.542, 0.770], [-0.552, -0.256, 0.053], [0.765, 0.158, -0.308], [-2.247, 0.191, -0.709], [0.987, 0.636, 0.445], [-0.379, -1.234, -0.072]], "spin_multiplicity": 1, "homo_lumo_gap_ev": 9.07, "smiles": "N#CSNO", "fmax_ev_per_a": 3.3, "relative_energy_kj_mol": 163.8, "lumo_energy_ev": -0.792}



{"formula": "C22H30N4O5", "method": "ωB97M-V/def2-TZVPD", "elements": ["C", "H", "O", "C", "C", "C", "C", "C", "C", "H", "H", "N", "C", "O", "C", "C", "N", "C", "N", "H", "H", "C", "O", "N", "C", "C", "H", "H", "C", "C", "H", "H", "H", "C", "H", "H", "H", "H", "C", "O", "O", "C", "C", "H", "H", "H", "C", "H", "H", "H", "C", "H", "H", "H", "H", "H", "H", "H", "H", "H", "H"], "xyz": [[7.009, 2.376, 0.281], [8.036, 2.739, 0.308], [7.103, 0.975, 0.201], [5.952, 0.248, 0.148], [4.667, 0.778, 0.171], [3.564, -0.055, 0.112], [3.722, -1.433, 0.029], [5.012, -1.964, 0.007], [6.110, -1.137, 0.066], [7.110, -1.539, 0.049], [5.147, -3.034, -0.058], [2.648, -2.321, -0.039], [1.321, -2.080, -0.021], [0.803, -0.971, 0.077], [0.550, -3.327, -0.142], [-0.816, -3.559, -0.225], [-0.940, -4.912, -0.344], [0.297, -5.444, -0.330], [1.212, -4.524, -0.211], [0.498, -6.494, -0.406], [-1.841, -5.361, -0.435], [-2.066, -2.763, -0.242], [-3.135, -3.336, -0.401], [-1.911, -1.446, -0.077], [-3.030, -0.524, -0.123], [-3.541, -0.248, 1.298], [-2.749, 0.258, 1.853], [-3.712, -1.222, 1.762], [-4.837, 0.569, 1.393], [-5.970, -0.058, 0.583], [-5.805, 0.081, -0.482], [-6.046, -1.123, 0.789], [-6.917, 0.410, 0.840], [-4.635, 2.026, 0.984], [-3.809, 2.469, 1.538], [-4.424, 2.102, -0.079], [-5.535, 2.601, 1.191], [-5.127, 0.556, 2.451], [-2.504, 0.719, -0.843], [-2.862, 1.055, -1.943], [-1.574, 1.293, -0.103], [-0.723, 2.351, -0.611], [-1.550, 3.577, -0.989], [-2.146, 3.906, -0.140], [-2.217, 3.344, -1.815], [-0.887, 4.385, -1.287], [0.073, 1.822, -1.803], [0.581, 0.903, -1.519], [-0.590, 1.613, -2.639], [0.809, 2.558, -2.114], [0.209, 2.655, 0.561], [-0.359, 3.040, 1.404], [0.706, 1.739, 0.870], [0.953, 3.390, 0.269], [-3.815, -0.990, -0.727], [-0.972, -1.065, 0.069], [2.880, -3.308, -0.114], [2.575, 0.368, 0.129], [4.505, 1.843, 0.234], [6.501, 2.796, -0.593], [6.490, 2.693, 1.191]], "spin_multiplicity": 1, "homo_lumo_gap_ev": 8.45, "smiles": "COc1ccc(NC(=O)c2nc[nH]c2C(=O)N[C@@H](CC(C)C)C(=O)OC(C)(C)C)cc1", "fmax_ev_per_a": 1.0, "relative_energy_kj_mol": 50.3, "lumo_energy_ev": 0.397}



{"formula": "C40H48BN6O17", "method": "ωB97M-V/def2-TZVPD", "elements": ["O", "C", "O", "B", "O", "C", "O", "O", "C", "O", "C", "O", "O", "N", "C", "C", "C", "C", "C", "H", "H", "H", "H", "H", "N", "C", "C", "C", "C", "C", "H", "H", "H", "H", "H", "N", "C", "C", "C", "C", "C", "H", "H", "H", "H", "H", "C", "C", "O", "C", "O", "O", "H", "H", "H", "H", "C", "C", "O", "C", "O", "O", "H", "H", "H", "H", "C", "C", "O", "C", "O", "O", "H", "H", "H", "H", "C", "C", "C", "C", "N", "H", "H", "H", "H", "H", "H", "H", "C", "C", "C", "C", "N", "H", "H", "H", "H", "H", "H", "H", "C", "C", "C", "C", "N", "H", "H", "H", "H", "H", "H", "H"], "xyz": [[0.918, 2.250, 2.335], [0.891, 1.316, 1.567], [0.811, 1.358, 0.232], [0.437, 0.028, -0.246], [0.615, -0.898, 0.938], [0.832, -0.202, 1.989], [0.913, -0.642, 3.121], [1.206, -0.489, -1.430], [0.385, -0.762, -2.441], [0.752, -1.219, -3.528], [-1.087, -0.436, -1.909], [-0.990, 0.112, -0.694], [-2.183, -0.501, -2.548], [-0.576, 0.138, 7.314], [-0.226, 0.502, 8.570], [0.657, 1.533, 8.953], [1.079, 2.415, 7.954], [0.607, 2.210, 6.590], [-0.143, 0.991, 6.335], [-0.693, -0.140, 9.302], [0.785, 1.598, 10.023], [1.710, 3.254, 8.208], [0.851, 2.934, 5.826], [-0.441, 0.833, 5.309], [-4.881, 3.648, 3.224], [-3.538, 3.992, 3.098], [-2.480, 3.143, 3.426], [-2.800, 1.861, 3.858], [-4.170, 1.466, 3.891], [-5.155, 2.355, 3.553], [-3.453, 5.009, 2.746], [-1.480, 3.526, 3.289], [-2.007, 1.184, 4.136], [-4.505, 0.515, 4.276], [-6.162, 1.974, 3.636], [-7.865, 0.351, -2.630], [-7.518, 1.571, -2.310], [-6.264, 2.134, -2.529], [-5.378, 1.331, -3.130], [-5.626, -0.061, -3.305], [-6.936, -0.468, -3.086], [-8.218, 2.284, -1.901], [-6.067, 3.135, -2.176], [-4.339, 1.622, -3.179], [-4.796, -0.656, -3.657], [-7.268, -1.483, -3.248], [4.717, 1.839, 1.098], [5.142, 0.653, 2.007], [5.446, 1.273, 3.269], [5.458, 2.569, 3.140], [5.593, 3.331, 4.105], [5.038, 2.934, 1.934], [3.664, 1.643, 0.896], [5.162, 1.788, 0.105], [6.072, 0.264, 1.592], [4.486, -0.189, 2.228], [4.367, 0.048, -2.324], [4.119, -1.262, -2.969], [4.816, -2.188, -2.151], [4.944, -1.607, -0.978], [5.454, -2.159, 0.016], [4.628, -0.346, -1.016], [3.399, 0.549, -2.347], [5.136, 0.746, -2.655], [4.599, -1.226, -3.947], [3.071, -1.356, -3.255], [2.888, -4.607, 4.580], [3.493, -3.249, 4.035], [4.667, -3.125, 4.895], [4.874, -4.165, 5.609], [5.791, -4.359, 6.358], [3.854, -4.989, 5.510], [2.824, -5.348, 3.783], [1.907, -4.445, 5.025], [2.797, -2.413, 4.098], [4.013, -3.330, 3.080], [-0.043, -1.137, -8.303], [-0.193, -1.933, -7.009], [-1.185, -1.406, -6.076], [-2.405, -0.814, -6.715], [-3.360, -0.377, -7.231], [0.773, -1.551, -8.895], [0.164, -0.067, -8.273], [-0.988, -1.249, -8.833], [0.717, -1.835, -6.417], [-0.453, -2.970, -7.223], [-0.672, -0.581, -5.582], [-1.617, -2.021, -5.287], [0.945, 3.040, -2.462], [1.484, 4.506, -2.598], [2.852, 4.599, -3.233], [3.798, 3.823, -2.489], [4.520, 3.201, -1.907], [1.633, 2.416, -1.892], [0.976, 2.653, -3.480], [-0.050, 2.992, -2.018], [1.565, 4.933, -1.598], [0.775, 5.159, -3.106], [3.185, 5.601, -2.964], [3.071, 4.250, -4.242], [-4.765, -5.354, -1.787], [-3.670, -4.799, -0.718], [-3.006, -3.447, -1.159], [-2.347, -3.623, -2.436], [-1.842, -3.705, -3.472], [-5.462, -6.068, -1.348], [-4.269, -5.800, -2.649], [-5.515, -4.590, -1.990], [-2.984, -5.575, -0.377], [-4.214, -4.515, 0.183], [-2.309, -2.969, -0.470], [-3.733, -2.678, -1.422]], "spin_multiplicity": 1, "homo_lumo_gap_ev": 9.40, "charge": -1, "fmax_ev_per_a": 5.7, "relative_energy_kj_mol": 301.5, "lumo_energy_ev": 1.718}



{"formula": "C14H18N7OS6V", "method": "ωB97M-V/def2-TZVPD", "elements": ["V", "N", "C", "S", "N", "N", "C", "C", "C", "C", "C", "C", "N", "H", "H", "H", "H", "H", "H", "H", "S", "S", "S", "S", "S", "C", "N", "C", "C", "C", "C", "H", "H", "H", "H", "H", "C", "N", "C", "N", "O", "H", "H", "H", "H", "H", "H"], "xyz": [[-1.687, -0.185, -0.816], [-4.100, -1.096, 2.686], [-3.330, -1.135, 1.581], [-3.905, -0.487, 0.069], [-2.169, -1.778, 1.712], [-1.557, -1.721, 0.485], [-0.727, -2.634, 0.175], [-0.267, -2.612, -1.235], [0.552, -3.567, -1.792], [0.853, -3.491, -3.146], [0.325, -2.468, -3.903], [-0.501, -1.543, -3.282], [-0.794, -1.617, -1.980], [-4.853, -0.431, 2.695], [-3.655, -1.307, 3.563], [-0.447, -3.405, 0.885], [0.936, -4.366, -1.171], [1.492, -4.237, -3.601], [0.533, -2.373, -4.959], [-0.958, -0.716, -3.812], [-3.073, 0.339, -2.737], [-3.756, 2.167, -2.223], [-2.007, 3.422, -2.325], [-0.493, 2.055, -2.100], [-1.915, 1.637, 1.168], [-0.402, 2.263, 1.669], [0.432, 2.799, 0.755], [1.634, 3.340, 1.023], [2.102, 3.389, 2.302], [1.285, 2.841, 3.307], [0.068, 2.289, 3.005], [0.103, 2.705, -0.245], [2.172, 3.728, 0.168], [3.058, 3.842, 2.520], [1.626, 2.850, 4.336], [-0.566, 1.852, 3.763], [2.444, -0.303, 1.761], [2.660, 0.070, 0.370], [1.634, 0.063, -0.520], [1.953, 0.164, -1.833], [0.469, -0.030, -0.110], [2.631, -1.366, 1.931], [1.413, -0.083, 2.022], [3.098, 0.283, 2.403], [3.588, -0.033, -0.005], [2.887, 0.425, -2.097], [1.215, 0.459, -2.463]], "spin_multiplicity": 3, "homo_lumo_gap_ev": [5.74, 5.35], "fmax_ev_per_a": 3.0, "relative_energy_kj_mol": 138.9, "lumo_energy_ev": [-0.449, -0.802]}



{"formula": "C27H55O13PbS6", "method": "ωB97M-V/def2-TZVPD", "elements": ["Pb", "C", "C", "C", "O", "H", "H", "H", "H", "H", "H", "H", "C", "C", "C", "S", "O", "O", "C", "H", "H", "H", "H", "H", "H", "H", "H", "C", "C", "C", "S", "O", "O", "C", "H", "H", "H", "H", "H", "H", "H", "H", "C", "C", "C", "S", "O", "O", "C", "H", "H", "H", "H", "H", "H", "H", "H", "C", "C", "C", "S", "O", "O", "C", "H", "H", "H", "H", "H", "H", "H", "H", "C", "C", "C", "S", "O", "O", "C", "H", "H", "H", "H", "H", "H", "H", "H", "C", "C", "C", "S", "O", "O", "C", "H", "H", "H", "H", "H", "H", "H", "H"], "xyz": [[-0.354, -0.084, -0.657], [0.184, -2.931, -4.187], [-0.244, -3.372, -2.725], [0.259, -4.787, -2.416], [-0.138, -2.450, -1.655], [0.012, -3.590, -5.038], [1.256, -2.733, -4.216], [-0.120, -1.912, -4.426], [-1.291, -3.544, -2.976], [-0.178, -5.587, -3.012], [0.139, -5.020, -1.358], [1.325, -4.785, -2.644], [0.921, 3.031, 4.279], [-0.477, 3.640, 4.273], [-1.240, 3.132, 3.090], [-0.790, 1.359, 2.920], [-0.631, 1.212, 1.477], [-1.622, 0.391, 3.624], [0.789, 1.594, 3.724], [1.384, 3.083, 5.264], [1.422, 3.655, 3.538], [-0.480, 4.730, 4.269], [-1.114, 3.300, 5.090], [-0.629, 3.543, 2.285], [-2.324, 3.245, 3.073], [1.432, 1.242, 2.917], [0.824, 0.813, 4.483], [1.907, -4.769, 1.890], [3.201, -4.102, 1.398], [3.239, -2.714, 2.090], [1.473, -2.126, 2.195], [1.048, -1.149, 1.262], [1.192, -1.737, 3.525], [0.740, -3.778, 1.762], [2.001, -5.205, 2.884], [1.676, -5.680, 1.338], [3.127, -4.097, 0.311], [4.049, -4.702, 1.728], [3.688, -1.856, 1.590], [3.631, -2.553, 3.095], [0.451, -3.640, 0.720], [-0.173, -3.862, 2.352], [-5.049, 4.046, -2.194], [-5.825, 2.930, -1.418], [-4.876, 2.098, -0.606], [-3.112, 2.772, -0.853], [-2.100, 1.710, -1.082], [-2.885, 3.786, 0.127], [-3.630, 3.575, -2.447], [-4.907, 4.934, -1.579], [-5.527, 4.302, -3.140], [-6.367, 2.167, -1.977], [-6.574, 3.365, -0.756], [-4.839, 1.084, -1.004], [-5.078, 1.971, 0.458], [-3.648, 2.708, -3.108], [-2.895, 4.293, -2.810], [5.588, -0.794, -2.079], [4.870, -2.025, -1.496], [3.526, -2.209, -2.336], [2.907, -0.472, -2.568], [2.060, -0.130, -1.449], [2.432, -0.205, -3.933], [4.591, 0.320, -2.270], [6.064, -1.138, -2.997], [6.331, -0.339, -1.424], [4.792, -1.963, -0.411], [5.561, -2.865, -1.565], [2.757, -2.888, -1.970], [3.784, -2.503, -3.354], [4.299, 0.780, -1.326], [4.807, 1.076, -3.025], [2.939, 5.302, -1.213], [1.499, 5.694, -1.506], [0.503, 4.991, -0.529], [1.286, 3.357, -0.256], [0.645, 2.264, -0.921], [1.659, 3.218, 1.148], [2.837, 3.767, -1.163], [3.177, 5.700, -0.227], [3.578, 5.534, -2.065], [1.254, 5.379, -2.520], [1.357, 6.774, -1.470], [-0.570, 4.906, -0.700], [0.416, 5.393, 0.480], [2.618, 3.443, -2.180], [3.704, 3.166, -0.890], [-3.363, -4.224, 1.082], [-3.395, -3.745, 2.472], [-3.909, -2.308, 2.627], [-3.460, -1.491, 0.999], [-2.055, -1.137, 0.777], [-4.463, -0.545, 0.610], [-3.669, -3.076, 0.057], [-4.025, -5.084, 0.987], [-2.385, -4.684, 0.936], [-2.423, -3.817, 2.960], [-4.025, -4.358, 3.117], [-3.518, -1.660, 3.412], [-4.995, -2.379, 2.563], [-3.129, -2.978, -0.885], [-4.713, -2.993, -0.247]], "spin_multiplicity": 1, "homo_lumo_gap_ev": 7.64, "charge": 1, "fmax_ev_per_a": 3.4, "lumo_energy_ev": -1.619}